Molecular formula: C4H11N3PS
Method: DFT, wB97M-V/def2-TZVPD

ORCA input file:
```
! wB97M-V def2-TZVPD RIJCOSX def2/J DEFGRID3
* xyz 1 1
C 0.805 -1.003 -1.368
C -0.415 -0.081 -3.350
C -0.367 1.834 1.631
C 0.515 -0.306 3.147
N -1.449 -0.487 -1.330
N -0.430 -0.538 -2.041
N -1.395 -0.916 -0.168
P 0.159 -1.457 0.369
S 0.955 0.402 1.606
H 1.312 -1.856 -1.789
H 1.650 -0.120 -1.232
H 0.007 0.987 -3.464
H 0.278 -0.798 -3.869
H -1.403 -0.146 -3.672
H -0.213 2.540 0.781
H -0.048 2.298 2.591
H -1.346 1.278 1.620
H 0.717 0.496 3.977
H 1.136 -1.292 3.306
H -0.467 -0.835 3.254
*
```

Calculated values
HOMO energy, eV: -13.1
Maximum force, eV/Å: 4.038
LUMO level, eV: -4.58
Energy above the lowest of the compared OMol25 structures with the same formula, charge and spin, kJ/mol: 154.3
Gap between HOMO and LUMO, eV: 8.566
Electronic energy, hartree: -1062.4557

Charges obtained by natural (NBO) population analysis, quoted in units of e:
1. C -0.613
2. C -0.407
3. C -0.658
4. C -0.849
5. N 0.133
6. N -0.162
7. N -0.623
8. P 0.936
9. S 0.419
10. H 0.266
11. H 0.267
12. H 0.219
13. H 0.222
14. H 0.245
15. H 0.258
16. H 0.248
17. H 0.265
18. H 0.278
19. H 0.285
20. H 0.271